{
  "formula": "C45H93N5O21",
  "method": "ωB97M-V with the def2-TZVPD basis set",
  "symbols": ["O", "C", "C", "C", "C", "O", "C", "C", "H", "H", "H", "H", "H", "H", "C", "O", "C", "C", "N", "C", "C", "O", "C", "H", "H", "H", "H", "H", "H", "H", "H", "H", "H", "H", "H", "H", "H", "H", "C", "O", "C", "C", "N", "C", "C", "O", "C", "H", "H", "H", "H", "H", "H", "H", "H", "H", "H", "H", "H", "H", "H", "H", "C", "O", "C", "C", "N", "C", "C", "O", "C", "H", "H", "H", "H", "H", "H", "H", "H", "H", "H", "H", "H", "H", "H", "H", "C", "O", "C", "C", "N", "C", "C", "O", "C", "H", "H", "H", "H", "H", "H", "H", "H", "H", "H", "H", "H", "H", "H", "H", "C", "O", "C", "C", "N", "C", "C", "O", "C", "H", "H", "H", "H", "H", "H", "H", "H", "H", "H", "H", "H", "H", "H", "H", "O", "C", "O", "C", "C", "O", "H", "H", "H", "H", "O", "C", "O", "C", "C", "O", "H", "H", "H", "H", "O", "C", "O", "C", "C", "O", "H", "H", "H", "H"],
  "positions_angstrom": [[0.33264, 2.45084, -2.20570], [-0.06378, 1.54616, -1.25973], [0.26581, 1.68447, 0.08138], [-0.18319, 0.76425, 1.00933], [-0.97462, -0.29697, 0.59645], [-1.42282, -1.22863, 1.50184], [-1.20119, -0.53002, -0.75011], [-0.77901, 0.43377, -1.66277], [0.75323, 3.21642, -1.76994], [0.82680, 2.55474, 0.39442], [0.01972, 0.90547, 2.06047], [-2.09400, -0.87180, 2.09741], [-1.75283, -1.39745, -1.08479], [-0.94743, 0.26842, -2.72126], [-0.18786, -3.05621, -3.46942], [1.10010, -3.23504, -2.94644], [1.95923, -2.16899, -3.30435], [3.34732, -2.50361, -2.82826], [3.49655, -2.62129, -1.37536], [3.42333, -1.33015, -0.68095], [3.50684, -1.53771, 0.81387], [2.24308, -1.77941, 1.37013], [2.12058, -1.50012, 2.73717], [-0.64158, -2.11668, -3.09831], [-0.89603, -3.75769, -3.02541], [-0.16862, -3.04744, -4.56174], [1.55493, -1.25059, -2.85476], [1.98401, -2.02189, -4.39399], [4.08652, -1.82740, -3.26225], [3.61012, -3.49005, -3.22592], [2.74906, -3.24442, -1.08412], [2.49967, -0.78872, -0.91183], [4.36067, -0.83224, -0.94117], [3.99695, -0.68272, 1.31124], [4.20578, -2.34931, 1.07720], [2.29035, -0.44096, 2.96453], [2.76657, -2.18858, 3.29563], [1.08889, -1.70961, 3.02471], [1.69221, -12.24909, 3.67131], [0.71384, -11.55637, 2.95368], [0.83268, -10.15215, 3.03818], [-0.29184, -9.51780, 2.23291], [-0.26199, -8.08419, 2.42893], [-1.51269, -7.44000, 2.03399], [-1.34670, -5.93327, 2.00437], [-0.18994, -5.61928, 1.28661], [-0.12680, -4.24928, 0.90514], [1.44986, -12.36153, 4.73376], [2.68528, -11.79013, 3.57013], [1.80456, -13.24554, 3.23757], [1.82220, -9.79891, 2.71787], [0.72945, -9.85737, 4.09243], [-1.22096, -9.97040, 2.58052], [-0.15132, -9.83804, 1.18794], [0.45472, -7.63066, 1.87506], [-2.34123, -7.74954, 2.66873], [-1.74461, -7.71031, 0.98478], [-1.23808, -5.56459, 3.03930], [-2.26481, -5.48039, 1.60925], [-0.90656, -3.94435, 0.19474], [0.82563, -4.18861, 0.38611], [-0.23973, -3.60566, 1.77915], [-4.51324, 0.35577, -0.92411], [-5.08652, 0.55806, -2.18952], [-4.08769, 0.64965, -3.18472], [-4.71387, 0.42081, -4.53466], [-3.76153, 0.57256, -5.65635], [-2.62421, -0.36442, -5.55483], [-2.97314, -1.82286, -5.80233], [-3.56115, -1.85303, -7.10088], [-3.90859, -3.14074, -7.53660], [-3.72805, 1.08681, -0.69751], [-4.05382, -0.63944, -0.86570], [-5.29670, 0.35976, -0.16699], [-3.34586, -0.13138, -2.99701], [-3.57317, 1.62211, -3.16145], [-5.58440, 1.05133, -4.74050], [-5.21340, -0.56777, -4.49312], [-4.28432, 0.14482, -6.42058], [-2.02782, -0.24134, -4.65327], [-1.96084, -0.10067, -6.38635], [-3.69788, -2.21177, -5.08845], [-2.04922, -2.40976, -5.80178], [-3.07005, -3.66915, -8.00679], [-4.68578, -3.02458, -8.29374], [-4.29519, -3.77956, -6.73409], [0.30316, 6.17109, 2.93572], [0.36620, 5.75819, 1.58670], [0.87183, 6.75691, 0.74132], [0.93064, 6.20168, -0.67730], [1.52262, 4.83148, -0.68867], [2.83164, 4.77508, -1.34070], [3.49247, 3.45485, -1.06374], [3.68541, 3.32483, 0.32915], [4.34802, 2.12465, 0.63180], [-0.40717, 6.99888, 3.06823], [1.26477, 6.43695, 3.38082], [-0.13656, 5.34176, 3.49264], [1.89696, 7.02648, 1.03481], [0.25585, 7.66320, 0.71773], [1.53910, 6.83854, -1.31964], [-0.08311, 6.08972, -1.06722], [1.61765, 4.60466, 0.29677], [3.46778, 5.59699, -0.97927], [2.72986, 4.86272, -2.42592], [4.43825, 3.34952, -1.60800], [2.83883, 2.63634, -1.40225], [4.25598, 1.91644, 1.70023], [5.40714, 2.16751, 0.36483], [3.83147, 1.28273, 0.15438], [1.20955, 2.71507, 3.63585], [1.61556, 3.36856, 4.81615], [3.01503, 3.59639, 4.89700], [3.26953, 4.59310, 6.01333], [3.10600, 5.95987, 5.55264], [3.14985, 6.92235, 6.65393], [3.28644, 8.33483, 6.11133], [4.63408, 8.65010, 5.83103], [4.87844, 9.14522, 4.53454], [2.03337, 2.53878, 2.93591], [0.47297, 3.31670, 3.09775], [0.77980, 1.74024, 3.88386], [3.35964, 4.03059, 3.94929], [3.52439, 2.64350, 5.08392], [4.32045, 4.44985, 6.32089], [2.63902, 4.30144, 6.85112], [3.84594, 6.23371, 4.91798], [4.01855, 6.76819, 7.30795], [2.22130, 6.93234, 7.22803], [2.93328, 9.02683, 6.89213], [2.59838, 8.54364, 5.28573], [4.06237, 9.78081, 4.18061], [4.97681, 8.33818, 3.79002], [5.83375, 9.66548, 4.54190], [-3.47899, -2.53445, -2.70872], [-4.32512, -3.36310, -2.60942], [-4.31843, -4.53342, -3.30754], [-5.30263, -5.40510, -2.75825], [-6.22279, -4.40780, -2.05303], [-5.30838, -3.36788, -1.69235], [-5.88262, -5.93594, -3.50744], [-4.80738, -6.09042, -2.06951], [-6.80713, -4.74601, -1.20773], [-6.87469, -4.00766, -2.83742], [4.09486, 0.80270, -4.66062], [3.01448, 1.26706, -4.79158], [2.66965, 2.55128, -4.55440], [1.40345, 2.80615, -5.11536], [0.77643, 1.40935, -5.31913], [1.93754, 0.55391, -5.18730], [0.77016, 3.37256, -4.43517], [1.41998, 3.36013, -6.05657], [0.33586, 1.29531, -6.30084], [0.16451, 1.15754, -4.45866], [-2.62992, 0.38499, 3.39150], [-3.45151, 1.21182, 3.16332], [-3.38825, 2.48477, 3.57684], [-4.52432, 3.21613, 3.11149], [-5.29343, 2.20970, 2.22238], [-4.51199, 1.01478, 2.35922], [-5.13566, 3.48850, 3.97570], [-4.17212, 4.15124, 2.68412], [-5.29410, 2.51002, 1.17960], [-6.26331, 1.99030, 2.65329]],
  "forces_ev_per_a": [[0.001, -0.019, -0.152], [0.161, -0.050, 0.074], [-0.014, 0.413, 0.046], [-0.398, 0.200, -0.133], [0.115, -0.674, 0.286], [0.003, -0.639, -0.115], [0.078, 0.883, -0.090], [0.132, -0.614, -0.365], [-0.141, 0.168, 0.266], [0.102, -0.039, 0.068], [0.025, -0.125, 0.041], [0.170, 0.359, 0.141], [-0.018, -0.050, 0.090], [-0.093, 0.127, 0.006], [-0.602, 0.817, 0.839], [-0.028, -0.338, 0.000], [-0.184, 0.219, -0.190], [0.443, -0.622, 0.207], [-0.185, 0.177, -0.378], [0.443, -1.262, 0.333], [0.738, 0.152, 0.948], [-0.626, 0.136, -0.517], [-0.268, -0.501, 0.010], [0.408, 0.184, -0.417], [0.405, -0.628, -0.434], [-0.212, -0.202, -0.037], [0.177, 0.106, -0.062], [-0.134, -0.061, 0.052], [-0.097, 0.289, 0.232], [-0.143, 0.038, -0.137], [0.003, 0.142, 0.302], [0.244, 0.485, -0.028], [-0.372, 0.527, -0.358], [-0.442, 0.294, -0.194], [-0.206, -0.232, -0.388], [0.405, -0.059, 0.025], [0.133, 0.395, 0.300], [-0.009, -0.066, -0.126], [0.607, -0.409, -0.118], [-0.003, 0.021, -0.501], [-0.293, 0.009, 0.789], [0.971, -0.467, -0.080], [-0.814, 0.313, 0.256], [0.575, 0.030, -1.112], [-0.265, -0.168, 1.352], [-0.503, 0.132, -0.624], [0.131, -0.423, -0.157], [-0.043, 0.180, 0.008], [-0.129, 0.187, 0.119], [-0.268, 0.000, 0.054], [-0.022, -0.132, -0.210], [-0.025, 0.158, -0.072], [-0.149, 0.295, 0.060], [-0.219, 0.155, -0.044], [0.207, -0.241, 0.064], [0.009, 0.052, 0.124], [-0.265, -0.201, 0.177], [-0.020, 0.052, -0.089], [0.156, 0.093, -0.302], [-0.151, -0.337, 0.052], [0.101, 0.596, 0.267], [0.413, 0.148, -0.052], [0.127, -0.614, 0.291], [-0.152, 0.295, -0.135], [0.079, 0.107, -0.075], [-0.694, -0.502, -0.263], [-0.393, -1.132, 0.664], [0.329, 0.206, -0.742], [-0.078, 0.335, -0.364], [0.001, -0.003, 0.134], [-0.179, -0.227, -0.347], [-0.125, 0.137, 0.056], [0.092, 0.089, -0.072], [-0.076, 0.284, -0.103], [0.046, 0.059, -0.017], [-0.060, 0.002, 0.126], [0.359, 0.535, 0.268], [0.495, -0.134, -0.043], [0.129, 0.642, -0.392], [-0.231, 0.025, 0.186], [0.076, 0.054, 0.089], [0.164, -0.150, 0.169], [-0.087, -0.178, 0.205], [0.112, 0.103, 0.135], [0.004, -0.045, 0.033], [-0.017, 0.152, 0.100], [-0.839, -0.194, 0.421], [-0.032, 0.256, 0.092], [0.559, 0.047, -0.831], [-0.139, -1.236, 0.001], [-0.122, 0.494, -0.124], [0.118, 0.229, 0.338], [-0.160, -0.388, -0.030], [0.082, 0.283, 0.159], [-0.421, -0.501, 0.411], [0.206, 0.175, -0.192], [0.125, -0.085, -0.175], [0.306, -0.011, 0.037], [-0.070, 0.088, 0.242], [-0.061, 0.008, 0.319], [-0.258, 0.248, -0.016], [0.003, 0.388, -0.125], [0.225, -0.424, -0.115], [0.167, -0.086, -0.168], [-0.136, 0.137, 0.030], [0.039, 0.155, 0.029], [0.073, 0.025, -0.082], [0.117, 0.347, 0.056], [-0.012, -0.121, -0.159], [0.288, 0.039, -0.268], [-0.034, -0.306, -0.197], [0.153, 0.217, -0.088], [-0.584, 0.207, -0.015], [1.323, -0.615, -0.741], [-0.863, 0.489, 0.775], [-0.005, 0.627, -0.786], [-0.462, 0.537, 0.938], [0.083, -0.035, -0.393], [0.016, -0.442, -0.417], [0.117, 0.062, 0.085], [-0.094, -0.057, 0.095], [-0.082, 0.073, 0.022], [0.170, -0.154, -0.011], [0.132, 0.074, -0.021], [-0.135, -0.159, 0.283], [-0.216, 0.521, 0.065], [0.139, -0.417, -0.091], [-0.176, -0.119, 0.239], [0.036, -0.515, 0.081], [0.233, -0.077, 0.061], [0.272, -0.378, -0.351], [0.163, 0.285, 0.121], [-0.071, -0.061, 0.174], [-0.122, 0.229, 0.083], [-0.148, 0.251, -0.161], [0.728, -0.865, 0.662], [-0.222, 0.347, -0.390], [-0.578, 0.074, 0.902], [0.191, 0.081, -1.009], [-0.270, 0.242, -0.026], [0.447, -0.089, -0.299], [-0.038, -0.096, -0.070], [0.221, -0.057, 0.190], [-0.269, 0.087, 0.331], [0.520, 0.008, 0.279], [-0.736, -0.328, -0.117], [0.409, 0.289, -0.212], [-1.728, -0.073, -0.211], [1.362, 0.291, 0.963], [-0.024, 0.128, -0.580], [0.317, 0.044, 0.236], [0.673, -0.051, -0.005], [-0.237, -0.268, 0.076], [-0.567, 0.025, -0.362], [0.164, -0.370, 0.424], [-0.073, 0.593, -0.825], [-0.061, -0.071, 0.154], [-0.436, 0.057, 0.697], [0.952, 0.275, 0.507], [-0.073, -0.135, 0.023], [0.117, -0.056, 0.031], [-0.019, -0.215, -0.504], [-0.330, -0.155, -0.079], [-0.278, 0.161, -0.401]],
  "mulliken_charge": [-0.7339, -1.1278, 1.1830, 0.1057, 0.1574, -0.5364, 0.2856, 1.8492, 0.0856, -0.3735, 0.0790, 0.2070, -0.0135, -1.2495, -0.6582, -0.4327, 0.5134, -1.2884, -0.4298, 0.1344, -1.0500, 0.1380, -0.7445, 0.0279, 0.2846, 0.4251, -0.3489, 0.5145, 0.4087, 0.3539, 0.3108, -0.0895, 0.4098, 0.3712, 0.3552, 0.1134, 0.4242, 0.1489, -0.7322, -0.2958, -0.4282, -0.6656, -0.2744, -0.6458, -0.3653, -0.4504, -0.2281, 0.2753, 0.3085, 0.2514, 0.2949, 0.3262, 0.3457, 0.2704, 0.2609, 0.3778, 0.3030, 0.3080, 0.3322, 0.0612, 0.0979, 0.2489, -0.0613, -0.5276, 0.9942, -0.8703, -0.4295, 0.6783, -0.0379, -0.4304, -0.6732, 0.0531, -0.0590, 0.3660, -0.7854, 0.3710, 0.4005, 0.2241, 0.4546, -1.0090, 0.2138, -0.1201, 0.5177, 0.2641, 0.2887, 0.1961, -0.9310, -0.1989, -0.6017, -0.9755, 0.3353, -0.8776, 0.2811, -0.3152, -0.7145, 0.3606, 0.3637, 0.2306, 0.2717, 0.4776, 0.4129, 0.3626, -0.1654, 0.4770, 0.3788, 0.5813, -0.3544, 0.2498, 0.4034, 0.0740, -0.2012, -0.4525, -0.1766, -1.0704, -0.0123, -0.6957, -0.5690, -0.3583, -0.6205, 0.0771, 0.0296, 0.3727, 0.2271, 0.3506, 0.4628, 0.3884, 0.1076, 0.3549, 0.3769, 0.3462, 0.3143, 0.3220, 0.2183, 0.2615, 0.3209, -0.0788, -0.3031, -0.3774, -0.4743, -0.2755, 0.3104, 0.2650, 0.3380, 0.2743, -0.5548, 0.6312, -0.2991, -0.4438, 1.0175, -0.3217, 0.2391, 0.3336, 0.2566, -0.8077, -0.6382, 0.7573, -0.3409, -0.3586, -0.1930, -0.3275, 0.2272, 0.2693, 0.2259, 0.3435],
  "lumo_ev": 0.38,
  "de_lowest_ev": 0.000,
  "homo_lumo_gap_ha": 0.301,
  "largest_force_ev_per_a": 1.74,
  "spin_multiplicity": 1,
  "total_energy_ev": -98614.6537,
  "smiles": "Oc1ccc(O)cc1.COCCNCCOC.COCCNCCOC.COCCNCCOC.COCCNCCOC.COCCNCCOC.O=C1OCCO1.O=C1OCCO1.O=C1OCCO1",
  "homo_ev": -7.8213
}